15
Properties=species:S:1:pos:R:3:forces:R:3 method="wB97M-V/def2-TZVPD" largest_force_ha_per_bohr=0.0271 de_lowest_kj_mol=31.9 homo_lumo_gap_ev=9.5 lumo_energy_ev=-0.6
C -3.587 0.016 -1.531 0.366 -0.058 0.537
Br -3.455 1.974 -1.526 -0.076 -0.999 0.106
Br -4.941 -0.700 -0.331 0.330 0.429 -0.255
Br -1.847 -0.850 -1.127 -0.811 0.571 -0.243
H -3.884 -0.297 -2.521 0.176 0.082 -0.076
C 0.107 0.413 2.254 0.055 0.690 1.210
Br 1.957 0.772 2.808 -0.627 -0.243 -0.115
Br -0.925 2.069 2.292 0.344 -0.308 -0.417
Br -0.769 -0.783 3.522 0.407 -0.053 -0.621
H 0.155 0.017 1.251 -0.240 -0.149 -0.022
C 3.467 -0.613 -0.894 0.226 0.489 -0.625
Br 4.719 -0.890 -2.374 -0.504 -0.192 0.259
Br 1.684 -1.337 -1.228 0.820 0.076 0.149
Br 3.368 1.287 -0.552 -0.058 -0.186 -0.016
H 3.950 -1.078 -0.046 -0.409 -0.150 0.130